{"formula": "C41H67Br30N3S", "method": "ωB97M-V with the def2-TZVPD basis set", "symbols": ["C", "C", "C", "C", "C", "C", "C", "C", "N", "S", "N", "C", "C", "N", "C", "H", "H", "H", "H", "H", "H", "H", "Br", "C", "C", "Br", "H", "H", "H", "H", "Br", "C", "C", "Br", "H", "H", "H", "H", "Br", "C", "C", "Br", "H", "H", "H", "H", "Br", "C", "C", "Br", "H", "H", "H", "H", "Br", "C", "C", "Br", "H", "H", "H", "H", "Br", "C", "C", "Br", "H", "H", "H", "H", "Br", "C", "C", "Br", "H", "H", "H", "H", "Br", "C", "C", "Br", "H", "H", "H", "H", "Br", "C", "C", "Br", "H", "H", "H", "H", "Br", "C", "C", "Br", "H", "H", "H", "H", "Br", "C", "C", "Br", "H", "H", "H", "H", "Br", "C", "C", "Br", "H", "H", "H", "H", "Br", "C", "C", "Br", "H", "H", "H", "H", "Br", "C", "C", "Br", "H", "H", "H", "H", "Br", "C", "C", "Br", "H", "H", "H", "H"], "coordinates": [[2.862, -0.279, -1.011], [2.408, -1.188, -2.014], [1.038, -1.371, -2.128], [0.171, -0.667, -1.301], [-1.314, -0.868, -1.428], [-2.162, 0.119, -0.822], [-3.500, 0.046, -0.854], [-4.077, -1.079, -1.515], [-5.374, -1.300, -1.615], [-5.564, -2.648, -2.446], [-3.987, -3.119, -2.679], [-3.275, -2.085, -2.111], [-1.809, -1.959, -2.066], [0.561, 0.174, -0.366], [1.874, 0.337, -0.263], [3.898, -0.053, -0.811], [3.120, -1.711, -2.637], [0.710, -2.079, -2.875], [-1.696, 0.961, -0.328], [-4.122, 0.793, -0.381], [-1.141, -2.676, -2.501], [2.203, 1.047, 0.493], [6.825, 0.679, -1.364], [7.480, -0.782, -0.261], [7.456, -2.091, -1.001], [5.650, -2.801, -1.122], [6.871, -0.795, 0.638], [8.501, -0.509, -0.003], [8.026, -2.844, -0.461], [7.833, -2.014, -2.016], [2.249, 1.402, -3.254], [1.985, 2.990, -4.347], [1.767, 4.211, -3.500], [-0.033, 4.210, -2.750], [1.143, 2.783, -5.000], [2.890, 3.090, -4.945], [1.834, 5.114, -4.105], [2.457, 4.287, -2.665], [10.916, 0.664, -1.480], [10.873, 2.336, -2.476], [10.757, 3.527, -1.562], [8.949, 3.731, -0.882], [10.049, 2.263, -3.178], [11.814, 2.365, -3.022], [10.964, 4.446, -2.107], [11.414, 3.463, -0.701], [-2.313, 9.673, -4.673], [-2.682, 7.807, -5.089], [-1.467, 6.944, -4.894], [-0.189, 7.155, -6.351], [-3.061, 7.783, -6.106], [-3.470, 7.511, -4.401], [-1.740, 5.890, -4.908], [-0.934, 7.163, -3.976], [1.266, -1.575, 3.013], [-0.159, -0.649, 3.956], [-0.643, 0.535, 3.161], [0.612, 2.016, 3.261], [0.231, -0.377, 4.932], [-0.956, -1.380, 4.076], [-1.576, 0.914, 3.573], [-0.779, 0.309, 2.106], [-8.339, -3.146, 1.694], [-8.460, -1.208, 1.619], [-7.113, -0.571, 1.401], [-6.040, -0.573, 3.026], [-8.937, -0.889, 2.541], [-9.119, -0.995, 0.779], [-7.229, 0.477, 1.135], [-6.529, -1.074, 0.638], [-11.626, -3.751, -0.139], [-10.763, -5.483, -0.309], [-11.414, -6.519, 0.567], [-10.912, -6.300, 2.433], [-9.713, -5.333, -0.078], [-10.868, -5.753, -1.358], [-11.073, -7.515, 0.293], [-12.498, -6.483, 0.526], [6.675, -3.000, 5.222], [4.760, -3.225, 4.948], [4.460, -4.395, 4.050], [4.819, -3.972, 2.185], [4.386, -2.286, 4.551], [4.346, -3.390, 5.940], [3.400, -4.638, 4.093], [5.043, -5.278, 4.292], [-2.351, -4.351, -0.954], [-1.337, -4.708, 0.666], [-1.520, -6.101, 1.193], [-3.229, -6.330, 2.095], [-1.637, -3.948, 1.381], [-0.295, -4.554, 0.388], [-0.763, -6.283, 1.947], [-1.472, -6.861, 0.419], [-0.510, 0.609, -5.059], [-1.690, 1.278, -6.453], [-2.041, 2.725, -6.220], [-3.359, 2.931, -4.805], [-2.559, 0.629, -6.475], [-1.134, 1.168, -7.382], [-2.504, 3.152, -7.108], [-1.181, 3.325, -5.936], [-6.974, -4.960, -7.392], [-5.173, -4.231, -7.508], [-4.265, -4.834, -6.468], [-4.574, -4.091, -4.659], [-5.264, -3.154, -7.411], [-4.833, -4.474, -8.514], [-3.227, -4.590, -6.683], [-4.377, -5.912, -6.395], [3.392, 4.543, 3.025], [4.373, 4.534, 4.706], [4.233, 3.218, 5.421], [2.494, 3.056, 6.275], [4.006, 5.372, 5.291], [5.411, 4.711, 4.433], [4.957, 3.143, 6.231], [4.341, 2.363, 4.761], [2.714, -10.374, 2.234], [1.328, -9.542, 3.315], [0.755, -8.325, 2.640], [1.963, -6.800, 2.762], [1.772, -9.318, 4.279], [0.561, -10.304, 3.436], [-0.159, -8.012, 3.141], [0.554, -8.483, 1.585], [-1.454, 8.387, -1.359], [-1.714, 10.311, -1.263], [-1.836, 10.783, 0.161], [-3.585, 10.372, 0.905], [-2.588, 10.539, -1.863], [-0.832, 10.742, -1.733], [-1.751, 11.867, 0.208], [-1.100, 10.333, 0.819], [3.621, 5.476, 10.653], [3.073, 3.647, 10.281], [4.131, 2.656, 10.687], [5.603, 2.623, 9.417], [2.837, 3.598, 9.222], [2.167, 3.494, 10.863], [3.727, 1.647, 10.685], [4.561, 2.871, 11.660]], "forces_ev_per_angstrom": [[-1.125, -1.294, -0.785], [0.365, 0.734, 1.653], [1.110, -0.333, -0.224], [-1.441, -0.697, -0.494], [0.664, 0.026, -0.053], [0.270, 0.380, 0.227], [-0.195, -0.249, -0.014], [0.420, 0.396, 0.277], [-0.653, -0.137, -0.346], [0.372, -0.599, 0.664], [-0.355, 3.963, 3.239], [0.874, -0.616, -1.296], [-1.579, 1.176, -0.220], [0.563, 0.066, -0.057], [0.871, 0.687, 0.911], [0.063, -0.094, -0.189], [-0.083, -0.034, -0.078], [-0.313, 0.146, -0.036], [0.159, -0.076, -0.051], [-0.095, -0.026, -0.093], [-0.232, -0.101, -0.263], [-0.160, -0.038, 0.066], [-0.147, -0.091, 0.008], [0.148, 0.189, -0.079], [-0.069, -0.183, 0.153], [-0.013, -0.012, -0.139], [-0.017, -0.077, -0.012], [0.010, -0.017, -0.033], [-0.004, 0.030, 0.042], [0.007, 0.085, 0.009], [0.101, 0.935, -0.649], [0.322, -0.186, 0.036], [-0.194, 0.209, -0.082], [0.035, 0.006, 0.035], [0.002, 0.045, 0.003], [0.005, 0.078, 0.028], [-0.036, -0.011, -0.017], [0.007, -0.082, -0.001], [-0.038, 0.001, -0.029], [0.173, -0.112, 0.045], [-0.214, 0.152, -0.050], [0.097, 0.043, 0.085], [-0.037, 0.028, 0.039], [0.007, 0.027, 0.019], [0.037, -0.040, -0.050], [0.027, -0.051, -0.023], [-0.038, 0.079, -0.307], [-0.051, 0.095, 0.221], [0.019, -0.170, -0.192], [0.054, -0.008, 0.047], [0.037, -0.016, -0.014], [0.048, -0.043, 0.033], [-0.070, 0.019, 0.049], [-0.037, 0.031, 0.016], [0.169, -0.135, 0.033], [-0.102, -0.129, -0.160], [-0.050, 0.211, 0.078], [-0.037, -0.066, -0.157], [0.005, 0.078, -0.023], [-0.018, 0.017, -0.034], [-0.002, -0.040, 0.039], [0.059, -0.067, -0.001], [0.102, -0.013, 0.126], [-0.056, -0.156, -0.196], [0.030, 0.139, 0.141], [0.036, -0.049, -0.038], [0.049, 0.031, 0.015], [0.032, 0.025, -0.017], [-0.040, -0.009, -0.008], [-0.045, -0.010, -0.028], [-0.032, 0.028, -0.001], [-0.111, 0.119, -0.161], [0.166, -0.113, 0.155], [-0.065, 0.024, -0.009], [-0.008, -0.020, 0.050], [-0.011, -0.044, 0.014], [0.017, 0.020, -0.044], [0.002, 0.040, -0.037], [-0.016, 0.057, -0.052], [0.114, -0.056, 0.185], [-0.142, 0.072, -0.206], [0.025, -0.022, 0.042], [-0.037, -0.031, -0.044], [-0.020, -0.029, -0.016], [-0.011, 0.060, 0.060], [0.023, 0.031, 0.056], [0.175, -2.163, 1.650], [0.166, 0.019, -0.429], [-0.084, 0.068, 0.206], [0.005, -0.034, -0.052], [0.028, -0.040, 0.057], [0.028, -0.017, 0.110], [0.029, -0.039, 0.051], [0.031, 0.051, -0.045], [-0.251, -0.130, -0.065], [0.204, -0.069, 0.054], [-0.240, 0.022, -0.042], [0.073, 0.030, 0.040], [-0.055, 0.070, 0.003], [-0.018, 0.052, -0.014], [0.025, -0.025, -0.023], [0.029, -0.039, 0.009], [-0.015, 0.076, 0.037], [0.007, -0.195, -0.168], [-0.567, 0.070, 0.335], [0.624, -1.777, -3.768], [0.010, -0.006, 0.052], [0.013, -0.002, 0.019], [-0.009, 0.053, 0.021], [-0.006, 0.003, -0.102], [-0.037, 0.043, 0.062], [0.075, -0.019, -0.268], [0.017, 0.003, 0.279], [0.013, -0.019, 0.061], [-0.018, -0.037, 0.043], [0.015, -0.045, 0.034], [0.007, 0.046, -0.005], [-0.028, 0.038, -0.055], [0.034, 0.043, 0.055], [0.024, -0.216, -0.164], [0.018, 0.163, 0.235], [-0.023, -0.057, -0.141], [-0.024, 0.054, -0.001], [-0.040, 0.042, -0.008], [-0.001, -0.064, 0.038], [0.035, -0.053, 0.000], [-0.044, -0.089, 0.141], [0.211, -0.096, -0.009], [-0.188, 0.117, 0.040], [0.046, -0.046, 0.025], [-0.030, 0.013, 0.044], [-0.001, 0.022, 0.023], [0.017, -0.001, -0.048], [0.019, -0.025, -0.037], [0.012, -0.011, -0.076], [-0.072, 0.150, 0.168], [-0.006, -0.146, -0.183], [0.071, 0.027, 0.023], [0.042, -0.043, -0.006], [0.021, -0.042, 0.018], [-0.039, 0.018, -0.017], [-0.021, 0.054, -0.002]], "charge": 0, "orbital_gap_ev": 7.66, "lumo_energy_ha": -0.02175, "homo_ev": -8.25}